{
  "formula": "C4H6ClNO2S",
  "method": "the ωB97M-V functional and the def2-TZVPD basis",
  "lumo_ev": [-2.2, -0.7],
  "total_energy_ha": -1219.4490,
  "total_charge": 0,
  "multiplicity": 1,
  "orbital_gap_ha": [0.2736, 0.3308],
  "e_above_lowest_kcal_mol": 71.7,
  "symbols": ["C", "C", "C", "C", "N", "O", "O", "S", "Cl", "H", "H", "H", "H", "H", "H"],
  "xyz": [[0.972946, 0.934056, 1.210895], [0.555222, -2.096807, 0.818125], [-1.660978, 0.738726, -0.281722], [1.119233, 0.381883, -0.090797], [0.824308, 1.358837, 2.253272], [0.021065, 2.121136, -1.769523], [-0.261227, -0.369419, -2.163389], [-0.180754, 0.770878, -1.282262], [2.625219, 0.207721, -0.837125], [-0.527303, -2.306534, 0.481083], [0.733613, -1.708428, 1.872174], [1.372010, -2.346364, 0.225477], [-2.219078, -0.200717, -0.388986], [-1.147349, 0.909172, 0.668103], [-2.226927, 1.605859, -0.715325]],
  "forces_ev_per_angstrom": [[0.96, -0.86, -2.40], [-2.70, 1.92, 1.55], [0.57, 0.99, -0.86], [-0.85, -0.42, 0.34], [-0.34, 0.84, 2.16], [0.16, -1.01, 0.37], [0.57, 0.57, -0.22], [-1.03, -0.72, -0.80], [0.32, -0.01, 0.15], [2.12, 0.32, 0.58], [-0.33, -0.78, -1.59], [1.11, -0.63, -0.91], [0.52, 0.31, 0.18], [-1.44, 0.19, 0.47], [0.35, -0.71, 0.98]],
  "nbo_charge": [0.170, -0.431, -0.872, -0.417, -0.255, -0.902, -0.926, 2.138, 0.139, 0.201, 0.197, 0.180, 0.260, 0.250, 0.269]
}

{
  "formula": "C4H6ClNS",
  "method": "the ωB97M-V functional and the def2-TZVPD basis",
  "lumo_ev": [-0.2, -0.1],
  "total_energy_ha": -1068.9871,
  "total_charge": 0,
  "multiplicity": 1,
  "orbital_gap_ha": [0.2961, 0.2741],
  "e_above_lowest_kcal_mol": 95.0,
  "symbols": ["C", "C", "C", "C", "N", "S", "Cl", "H", "H", "H", "H", "H", "H"],
  "xyz": [[0.922492, 1.087488, 1.657330], [-0.349381, -0.969715, -0.997273], [0.898970, -0.908771, -0.084529], [-1.557314, -0.478720, -0.469776], [1.243417, 1.650588, 2.701216], [1.390171, 0.962441, 0.054911], [-2.208188, -1.273553, 0.870706], [-0.069958, -0.521741, -1.976126], [-0.361862, -2.003794, -1.263616], [0.659099, -1.097380, 1.002572], [1.774656, -1.372772, -0.441807], [-1.754387, 0.503621, -0.608180], [1.969885, 2.291403, 2.745939]],
  "forces_ev_per_angstrom": [[0.22, 0.36, 1.81], [3.46, -1.26, -1.65], [-1.45, 3.04, 1.49], [-0.53, -1.51, 0.80], [-2.27, -1.50, -0.49], [0.13, -1.29, -1.06], [-0.41, -0.09, 0.34], [-0.33, 0.26, 0.64], [-0.64, -1.20, -0.08], [0.34, -0.38, -1.37], [0.76, -0.86, -0.44], [-1.17, 2.84, -0.10], [1.90, 1.59, 0.12]],
  "nbo_charge": [0.077, -0.525, -0.420, -0.150, -0.655, 0.187, 0.027, 0.229, 0.227, 0.242, 0.220, 0.185, 0.355]
}

{
  "formula": "C4H6ClPS",
  "method": "the ωB97M-V functional and the def2-TZVPD basis",
  "lumo_ev": [-0.6, -2.3],
  "total_energy_ha": -1355.6149,
  "total_charge": 0,
  "multiplicity": 1,
  "orbital_gap_ha": [0.3060, 0.2437],
  "e_above_lowest_kcal_mol": 94.3,
  "symbols": ["C", "C", "C", "C", "P", "S", "Cl", "H", "H", "H", "H", "H", "H"],
  "xyz": [[1.440466, -0.273126, 0.690563], [1.051407, 0.153352, 1.882834], [0.764411, -0.451563, -0.685666], [-0.333949, 0.558505, -0.699038], [-1.791034, 0.366903, 0.410774], [-3.257434, 1.297878, -0.378095], [-2.035902, -1.682323, 0.195590], [2.420143, -0.850202, 0.601289], [0.254943, 0.589295, 2.398287], [1.686507, -0.278057, -1.347458], [0.572473, -1.455392, -1.047619], [0.104361, 1.574221, -0.359660], [-0.876397, 0.450514, -1.661801]],
  "forces_ev_per_angstrom": [[1.21, -2.68, 0.97], [1.20, -0.97, -2.64], [2.36, 1.23, 0.89], [-0.07, 0.99, -1.12], [0.67, -1.16, -0.06], [-0.74, 0.64, 0.05], [-0.14, -0.05, 0.32], [-0.79, 1.06, 0.76], [-0.97, 0.69, 0.74], [-1.61, 0.85, 0.29], [-0.75, -0.38, 0.87], [-0.92, -1.31, -1.32], [0.56, 1.07, 0.25]],
  "nbo_charge": [-0.326, -0.078, -0.454, -0.751, 0.839, -0.326, -0.308, 0.222, 0.181, 0.235, 0.250, 0.261, 0.255]
}

{
  "formula": "C4H6CoO",
  "method": "the ωB97M-V functional and the def2-TZVPD basis",
  "lumo_ev": [-11.9, -14.0],
  "total_energy_ha": -1613.0138,
  "total_charge": 2,
  "multiplicity": 6,
  "s2": 8.7766,
  "orbital_gap_ha": [0.1504, 0.2679],
  "e_above_lowest_kcal_mol": 33.2,
  "symbols": ["C", "C", "C", "C", "O", "Co", "H", "H", "H", "H", "H", "H"],
  "xyz": [[-1.206842, 0.210609, 1.233036], [0.042036, -0.560821, 1.155184], [0.844570, -0.567713, 0.029500], [0.494747, 0.302246, -1.074864], [1.317703, 0.667866, -1.922916], [1.278134, 1.258862, -3.634499], [-1.111945, 1.004815, 1.987684], [-2.045638, -0.447946, 1.499463], [0.094258, -1.447478, 1.793180], [1.913102, -0.759540, 0.149845], [-0.358901, -0.447473, -1.393610], [-1.261223, 0.786569, 0.177995]],
  "forces_ev_per_angstrom": [[1.65, 1.28, -2.69], [-3.48, -2.25, 0.82], [2.63, 3.66, 1.05], [0.17, -5.19, -1.32], [-0.60, 0.76, 2.97], [0.22, 1.02, -3.26], [-0.21, 0.06, 0.27], [-0.02, 0.20, 0.02], [0.67, 0.49, 0.58], [-0.05, -1.04, -0.36], [-0.33, 2.02, -0.52], [-0.65, -1.01, 2.44]],
  "nbo_charge": [-0.704, 0.230, -0.060, 0.342, -0.609, 1.041, 0.358, 0.342, 0.274, 0.305, 0.247, 0.234]
}